C47H33IrN7O3S3 | ωB97M-V/def2-TZVPD

## Properties
HOMO-LUMO gap (spin up / spin down) = 6.5 / 5.4 eV
charge = +2
HOMO energy (spin up / spin down) = -12.4 / -12.3 eV
2S+1 = 2
LUMO level (spin up / spin down) = -5.92 / -6.93 eV

Last column: Löwdin spin population.
CARTESIAN COORDINATES (ANGSTROEM)
Ir 0.0816 0.4401 0.4671  0.52
C 0.6175 4.8227 1.4444  0.00
O 1.1474 4.3435 2.6832  0.00
C 0.4961 3.3751 3.3737  0.01
C 0.4717 3.5073 4.7567  0.00
C -0.1202 2.5501 5.5671  0.01
C -0.7102 1.4456 4.9895  0.00
C -0.6735 1.2687 3.6016  0.01
C -1.3137 0.0919 3.0674  -0.01
N -1.2136 -0.3311 1.8593  0.01
N -1.9821 -1.4485 1.5610  0.01
C -2.0756 -1.6300 0.2729  0.02
O -1.5249 -0.8425 -0.5887  0.27
C -2.8494 -2.7814 -0.2384  0.01
C -3.3264 -3.7541 0.6392  0.00
C -4.0380 -4.8344 0.1468  0.00
C -4.2819 -4.9442 -1.2165  0.00
C -3.8140 -3.9725 -2.0905  0.00
C -3.0950 -2.8920 -1.6050  0.00
C -0.0595 2.2289 2.7829  0.00
O 0.0645 2.1175 1.4454  0.06
H 1.0853 5.7904 1.2861  0.00
H -0.4647 4.9504 1.5141  0.00
H 0.8549 4.1553 0.6182  0.00
H 0.9269 4.3945 5.1773  0.00
H -0.1353 2.6840 6.6394  0.00
H -1.2051 0.7008 5.5996  0.00
H -1.9617 -0.4877 3.7180  0.00
H -3.1371 -3.6566 1.6991  0.00
H -4.4075 -5.5911 0.8255  0.00
H -4.8424 -5.7876 -1.5975  0.00
H -4.0141 -4.0556 -3.1504  0.00
H -2.7258 -2.1305 -2.2779  0.00
S 5.9083 1.9699 -3.3545  0.00
C 7.2657 1.0919 -2.8211  0.00
C 6.9634 0.2655 -1.7815  0.00
C 5.6010 0.3477 -1.4116  0.00
C 4.8897 1.2369 -2.1764  0.00
C 3.4704 1.5766 -2.0824  0.00
C 2.6720 0.9766 -1.0915  0.00
N 1.3862 1.2398 -0.9492  0.00
C 0.7859 2.1015 -1.8041  0.00
C 1.4870 2.7558 -2.8156  0.00
C 0.7601 3.6585 -3.6688  0.00
C -0.5650 3.8615 -3.5046  0.00
C -1.3052 3.1769 -2.4771  0.00
C -2.6791 3.3208 -2.2539  0.00
C -3.3095 2.6113 -1.2440  0.00
C -2.5150 1.7475 -0.4657  0.00
N -1.2228 1.6016 -0.6689  0.01
C -0.6090 2.3002 -1.6464  0.00
C -4.7402 2.7159 -0.9700  0.00
C -5.4829 1.9936 -0.0704  0.00
C -6.8503 2.3527 -0.0714  0.00
C -7.1252 3.3389 -0.9700  0.00
S -5.7350 3.8374 -1.8170  0.00
C 2.8542 2.4792 -2.9337  0.00
H 8.2193 1.2318 -3.3037  0.00
H 7.6865 -0.3762 -1.3019  0.00
H 5.1785 -0.2393 -0.6082  0.00
H 3.0945 0.2631 -0.3992  0.00
H 1.3007 4.1753 -4.4509  0.00
H -1.0972 4.5447 -4.1536  0.00
H -3.2465 3.9911 -2.8885  0.00
H -2.9449 1.1591 0.3314  0.00
H -5.0834 1.2200 0.5700  0.00
H -7.5965 1.8988 0.5625  0.00
H -8.0762 3.8010 -1.1793  0.00
H 3.4229 2.9741 -3.7121  0.00
N 1.7479 -3.6190 0.4639  0.00
C 1.4228 -4.4458 -0.6434  0.00
C 1.6905 -5.8009 -0.5831  0.00
C 1.3761 -6.6148 -1.6625  0.00
C 0.7871 -6.0679 -2.7903  0.00
C 0.5123 -4.7076 -2.8412  0.00
C 0.8411 -3.8932 -1.7701  0.00
S 0.4798 -2.1690 -1.9014  0.01
N 0.8306 -1.5970 -0.3159  0.06
C 1.4317 -2.3190 0.5686  0.00
C 1.9159 -1.5756 1.7559  0.00
C 2.7443 -2.0940 2.7307  0.00
C 3.3512 -1.2318 3.6353  0.00
C 3.1588 0.1282 3.4922  0.00
C 2.2887 0.5789 2.5153  0.00
N 1.6323 -0.2607 1.7059  0.00
H 2.2203 -4.0683 1.2278  0.00
H 2.1421 -6.2254 0.3062  0.00
H 1.5895 -7.6731 -1.6138  0.00
H 0.5350 -6.6947 -3.6340  0.00
H 0.0437 -4.2821 -3.7202  0.00
H 2.9513 -3.1523 2.7894  0.00
H 3.9964 -1.6236 4.4097  0.00
H 3.6569 0.8473 4.1262  0.00
H 2.1171 1.6329 2.3616  0.00

***

C47H33N11O4ReS2 | ωB97M-V/def2-TZVPD

## Properties
HOMO-LUMO gap (spin up / spin down) = 4.5 / 4.6 eV
energy relative to the best compared isomer or geometry (same formula, charge and spin) = 0.0 kcal per mole
HOMO energy (spin up / spin down) = -6.4 / -6.4 eV
2S+1 = 2
LUMO level (spin up / spin down) = -1.88 / -1.85 eV

Last column: Löwdin spin population.
CARTESIAN COORDINATES (ANGSTROEM)
Re 0.2576 -1.0673 0.4881  0.73
C -1.3970 -1.5603 6.9611  0.00
C -0.3050 -2.4432 7.0181  0.00
C 0.4153 -2.7707 5.8871  0.00
C 0.0136 -2.1905 4.6872  0.00
C 0.5090 -2.3129 3.3338  0.00
N 1.5984 -2.9922 3.0354  0.01
C 1.9179 -3.2460 1.7876  0.01
C 3.0105 -4.1045 1.3887  0.00
C 4.0993 -4.6201 2.0880  0.00
C 4.9947 -5.3925 1.3767  0.00
C 4.8112 -5.6577 0.0076  0.00
C 3.7236 -5.1619 -0.6811  0.00
C 2.8223 -4.3796 0.0355  0.00
C 1.6315 -3.6732 -0.3688  0.01
N 1.0104 -3.8810 -1.5130  0.01
C -0.0280 -3.1669 -1.8548  0.01
N -0.4793 -2.0123 -1.2555  0.04
C -1.5647 -1.5808 -1.9631  0.00
N -2.3006 -0.5076 -1.7468  0.02
C -2.2931 0.1048 -0.5871  -0.01
N -1.6526 -0.3253 0.5493  0.02
C -2.1901 0.3557 1.6194  -0.01
N -2.0245 0.0539 2.8777  0.02
C -1.1923 -0.9075 3.2490  0.00
N -0.2702 -1.5650 2.4900  0.03
C -1.0645 -1.3123 4.6314  0.00
C -1.7906 -0.9808 5.7719  0.00
C -3.1000 1.3689 1.1261  0.00
C -3.7921 2.3871 1.7715  0.00
C -4.5234 3.2508 0.9799  0.00
C -4.5793 3.0974 -0.4149  0.00
C -3.9076 2.0738 -1.0523  0.00
C -3.1597 1.2154 -0.2552  0.00
C -1.8366 -2.4900 -3.0567  0.00
C -2.8226 -2.4942 -4.0371  0.00
C -2.7994 -3.5311 -4.9485  0.00
C -1.8212 -4.5379 -4.8848  0.00
C -0.8460 -4.5333 -3.9054  0.00
C -0.8734 -3.4879 -2.9886  0.00
N 1.1667 -2.9233 0.6802  0.03
H -1.9376 -1.3347 7.8703  0.00
H -0.0245 -2.8691 7.9723  0.00
H 1.2580 -3.4459 5.9230  0.00
H 4.2390 -4.4061 3.1382  0.00
H 5.8638 -5.7980 1.8774  0.00
H 5.5468 -6.2559 -0.5142  0.00
H 3.5779 -5.3480 -1.7349  0.00
H -2.6244 -0.2952 5.7191  0.00
H -3.7423 2.4987 2.8451  0.00
H -5.0633 4.0680 1.4394  0.00
H -5.1522 3.8058 -0.9980  0.00
H -3.9329 1.9534 -2.1256  0.00
H -3.5629 -1.7078 -4.0822  0.00
H -3.5457 -3.5736 -5.7307  0.00
H -1.8392 -5.3338 -5.6172  0.00
H -0.0881 -5.3015 -3.8495  0.00
C -1.7829 0.9730 -5.9470  0.00
C -0.6958 0.6131 -4.9763  0.00
C -0.0934 -0.6377 -5.0165  0.00
C 0.8658 -0.9992 -4.0822  0.00
C 1.2344 -0.0874 -3.1103  0.00
C 0.6947 1.1920 -3.0870  0.00
C -0.2829 1.5250 -4.0048  0.00
S 2.5446 -0.4987 -2.0037  0.01
O 3.5400 0.5306 -2.1408  0.00
O 2.9221 -1.8612 -2.2703  0.00
N 1.9287 -0.3741 -0.4688  0.02
C 2.8078 0.4184 0.4073  0.00
C 1.9728 1.0928 1.4538  0.00
O 2.3164 2.0872 2.0691  0.00
O 0.8661 0.4495 1.6785  0.03
H -1.7408 0.3485 -6.8386  0.00
H -1.7116 2.0161 -6.2528  0.00
H -2.7645 0.8324 -5.4877  0.00
H -0.3857 -1.3495 -5.7799  0.00
H 1.3369 -1.9710 -4.1093  0.00
H 1.0259 1.9131 -2.3528  0.00
H -0.7307 2.5106 -3.9613  0.00
H 3.4187 1.1327 -0.1359  0.00
H 3.4833 -0.2633 0.9428  0.00
C 2.1933 5.4004 3.3888  0.00
C 1.2796 5.5557 2.2205  0.00
C 0.7029 6.7293 1.8124  0.00
C -0.1124 6.6838 0.6634  0.00
N -0.3857 5.5792 0.0048  0.00
C 0.1298 4.4108 0.4400  0.00
S -0.1664 2.9041 -0.1993  0.00
N 0.9980 4.4496 1.5189  0.00
C -0.7131 7.9438 0.1164  0.00
H 2.4208 6.3684 3.8286  0.00
H 3.1212 4.9181 3.0821  0.00
H 1.7287 4.7668 4.1448  0.00
H 0.8861 7.6518 2.3403  0.00
H 1.4182 3.5411 1.7703  0.00
H -0.4867 8.8084 0.7366  0.00
H -1.7931 7.8262 0.0357  0.00
H -0.3312 8.1151 -0.8901  0.00

***

Looking at largest force on an atom for the records above, in order, we have 0.409, 0.690 eV/A.